Entry 1:
Molecular formula: C14H5F3N3PdS3
Method: DFT, ωB97M-V/def2-TZVPD

Geometry (Å):
Pd: 0.094094 -0.552532 0.296525
F: -1.681027 -4.188831 4.740709
C: -1.604660 -4.254641 3.405820
F: -0.365721 -4.631314 3.079075
F: -2.450154 -5.210222 3.000245
C: -1.976974 -2.927514 2.791691
C: -3.223416 -2.387569 3.087871
C: -3.616057 -1.174500 2.546243
C: -2.738769 -0.517165 1.705692
N: -1.547288 -1.039706 1.426297
C: -1.147972 -2.215290 1.941955
S: 0.471612 -2.542401 1.326296
H: -3.887120 -2.928485 3.750906
H: -4.580866 -0.744861 2.768905
H: -2.981866 0.432845 1.249193
S: 2.083837 -0.450668 -0.774736
C: 2.037394 0.982631 -1.628877
C: 3.156625 1.354298 -2.422705
C: 3.139537 2.521383 -3.128960
C: 4.269943 2.890671 -3.926966
N: 5.181439 3.180369 -4.562059
C: 1.990216 3.391881 -3.080544
C: 0.899818 3.064027 -2.327661
C: 0.882609 1.856622 -1.579791
S: -0.457239 1.468837 -0.662117
C: 1.997517 4.611093 -3.831647
N: 1.993780 5.587282 -4.436019
H: 4.019626 0.703373 -2.460830
H: 0.041082 3.720386 -2.294513

Atomic forces in eV per Å
0.0 -0.1 0.0
0.0 0.0 0.0
0.0 0.0 0.0
0.0 0.0 0.0
0.0 0.0 0.0
0.0 0.0 0.0
0.0 0.0 0.0
0.0 0.0 0.0
0.0 0.0 0.0
-0.1 0.0 0.0
-0.1 0.0 0.0
0.0 0.1 -0.1
0.0 0.0 0.0
0.0 0.0 0.0
0.0 0.0 0.0
0.0 0.3 -0.2
0.0 -0.5 0.3
0.2 0.3 -0.3
0.2 -0.5 0.2
0.0 0.0 0.0
0.0 0.0 0.0
-0.5 0.1 0.2
0.2 0.3 -0.3
-0.4 -0.1 0.3
0.3 0.0 -0.2
0.0 0.0 0.0
0.0 0.0 0.0
0.0 0.0 0.0
0.0 0.0 0.0

**Frontier orbital gap (alpha / beta)**: 4.5 / 4.7 eV
**Charge**: +1
**Total energy**: -2322.562707 a.u.

Entry 2:
Molecular formula: C5H9N
Method: DFT, ωB97M-V/def2-TZVPD

Geometry (Å):
C: 1.541574 -0.957826 0.905900
N: -0.569146 2.123016 0.666130
C: -0.262060 0.803828 0.991529
C: 0.666503 0.112722 0.126673
C: -1.184311 -0.518726 -1.757839
C: -0.821915 -0.313066 -0.333891
H: 2.415694 -0.483819 1.397190
H: 1.796201 -1.804883 0.238438
H: 1.032672 -1.633662 1.616079
H: -1.200857 2.475154 1.366488
H: -1.112159 2.023635 -0.220340
H: 1.291647 0.641957 -0.597069
H: -1.104143 -1.559938 -2.085318
H: -1.202312 0.279949 -2.519304
H: -1.287389 -1.188342 0.205333

Atomic forces in eV per Å
-1.0 -1.6 -1.3
-0.4 0.2 -1.2
0.4 -0.2 -0.5
0.2 0.6 2.5
2.3 1.8 3.5
-1.6 -4.2 -3.0
-0.6 -0.2 -0.6
0.9 0.9 -0.4
-0.5 1.3 0.4
-0.4 0.1 -0.1
0.7 1.0 0.7
-0.4 0.1 -0.2
-1.4 0.2 0.2
0.5 -0.5 0.4
1.5 0.5 -0.4

**Frontier orbital gap**: 6.6 eV
**Total energy**: -250.419129 a.u.

Entry 3:
Molecular formula: C20H28Cl2N2O6Pr
Method: DFT, ωB97M-V/def2-TZVPD

Geometry (Å):
Pr: -1.387799 0.180887 1.265278
Cl: -3.599085 -1.021778 1.814895
N: -0.285562 2.350248 0.569911
N: -0.466169 -2.349196 0.777950
C: -0.892758 3.040809 -0.384454
C: -0.824184 -2.971100 -0.323435
C: 0.952552 3.084023 0.904577
C: 0.587151 4.498482 0.447907
C: 2.097437 2.512146 0.077969
C: 1.295525 3.053285 2.380216
H: 1.855420 2.533305 -0.995753
H: 2.293013 1.473790 0.374303
H: 2.993203 3.117780 0.257258
H: 0.436276 3.364711 2.981011
H: 2.118931 3.767867 2.534569
H: 1.614341 2.058963 2.697929
C: 0.596390 -3.183867 1.414373
C: 0.640075 -4.437299 0.531017
C: 0.237634 -3.559968 2.841161
C: 1.938992 -2.475642 1.342885
H: 2.120092 -2.132196 0.314765
H: 2.726913 -3.185253 1.629373
H: 1.966252 -1.617271 2.020008
H: -0.729097 -4.078591 2.854842
H: 0.178035 -2.677709 3.488162
H: 1.008374 -4.245086 3.222089
O: -0.192380 -4.113819 -0.605591
H: 0.199894 -5.320435 1.018705
H: 1.638302 -4.675128 0.142799
O: -0.454786 4.279598 -0.567139
H: 1.395111 5.059771 -0.035804
H: 0.123005 5.073271 1.266148
C: -1.896673 2.486064 -1.345972
C: -1.800907 -2.479795 -1.346722
C: -1.257466 -1.192708 -1.938413
H: -2.768546 -2.312017 -0.815160
H: -1.958516 -3.257920 -2.110599
C: -1.340106 0.006413 -1.286140
C: -1.312398 1.213899 -1.953130
H: -2.262758 0.628968 3.644427
C: -0.598993 1.242375 -3.163279
C: -0.141814 0.025046 -3.683105
C: -0.277664 2.531934 -3.840309
C: -0.530771 -1.199068 -3.158878
H: 0.507528 0.040795 -4.546898
C: -0.154738 -2.476435 -3.821563
H: 0.528911 -2.260053 -4.646087
H: -1.020192 -3.018659 -4.227768
H: 0.358830 -3.149281 -3.118094
H: -1.172301 3.106153 -4.102315
H: 0.288430 2.328994 -4.753234
H: 0.346430 3.164572 -3.195400
H: -2.134969 3.234797 -2.115780
H: -2.836168 2.292596 -0.776840
O: -1.668377 1.375701 3.329443
Cl: -0.039909 0.252098 4.160392
O: 0.808719 1.057153 5.013762
O: -0.567847 -1.021670 4.713960
O: 0.721154 -0.024553 2.825786

Atomic forces in eV per Å
1.1 -0.2 2.0
-0.9 -0.4 -0.1
-1.1 1.2 -2.4
-0.5 -1.2 -1.8
1.5 -1.3 2.0
0.7 1.2 1.9
-0.3 0.3 0.3
-0.5 0.1 -0.2
0.0 -0.1 -0.2
0.1 0.3 0.0
0.1 0.0 0.2
0.0 0.2 -0.1
0.0 -0.2 -0.1
0.1 -0.2 0.0
-0.1 -0.2 0.1
-0.1 0.2 0.0
0.0 0.0 0.0
-0.2 -0.3 -0.4
-0.1 0.1 0.1
0.2 0.3 0.0
0.1 -0.1 0.2
-0.1 0.2 -0.1
0.0 -0.1 -0.1
0.1 0.1 0.1
0.0 -0.2 -0.1
-0.1 0.1 0.0
0.0 -0.5 -0.2
0.2 0.2 -0.1
-0.2 0.0 0.2
0.5 0.5 -0.2
-0.2 -0.1 0.2
0.2 -0.1 -0.3
-0.2 0.1 0.6
-0.2 -0.1 0.7
1.3 0.1 -1.8
0.7 0.1 -0.4
0.2 0.3 0.3
-2.9 0.5 2.0
1.2 -0.4 -1.4
0.6 1.6 -0.1
-0.5 -0.1 0.3
-0.2 0.3 0.0
0.4 0.2 -0.3
-0.8 0.0 0.8
0.0 0.0 -0.3
0.4 -0.5 -0.3
0.0 -0.2 0.0
0.1 0.1 0.1
-0.2 0.1 -0.2
0.1 -0.1 0.0
-0.1 0.2 0.0
-0.1 0.0 -0.1
0.1 -0.2 0.4
0.5 -0.1 -0.5
-4.6 0.6 -3.2
-0.5 0.0 0.7
2.3 -0.7 1.2
1.7 -1.0 0.5
0.1 -0.8 0.0

**Frontier orbital gap (alpha / beta)**: 5.7 / 5.7 eV
**Charge**: -1
**Total energy**: -2777.166604 a.u.
**Spin multiplicity**: 3

Entry 4:
Molecular formula: C18H30MgO14
Method: DFT, ωB97M-V/def2-TZVPD

Geometry (Å):
Mg: 0.719057 1.691772 1.164553
C: 2.869777 3.694252 -0.347337
O: 2.089447 3.057322 0.634743
H: 2.795507 4.762082 -0.141587
H: 3.925997 3.470062 -0.198247
H: 2.532667 3.566492 -1.375987
C: 0.384747 2.272802 4.418463
O: 0.740307 2.308692 3.057653
H: 0.816407 3.075842 5.015883
H: -0.690083 2.178552 4.573223
H: 0.678097 1.348282 4.915753
C: -0.175283 -2.669188 -3.362947
C: 0.764897 -1.450278 -3.099747
C: 0.452697 -0.277388 -3.972857
O: 0.268097 0.877472 -3.126187
C: 0.492957 0.489962 -1.970087
O: 0.422917 1.188472 -1.026067
O: 0.548707 -0.818798 -1.840647
H: -0.540143 -3.104618 -2.432697
H: 0.344547 -3.478138 -3.876237
H: -1.114963 -2.395148 -3.842527
H: 1.836247 -1.650648 -3.112157
H: -0.489553 -0.571018 -4.435507
H: 1.153357 -0.066568 -4.780777
C: -1.844103 -3.853668 0.402043
C: -2.503283 -2.639288 1.063193
C: -2.081823 -2.578078 2.539583
O: -1.310313 -1.437748 2.502763
C: -1.205113 -0.899668 1.328963
O: -0.709353 0.293972 1.214673
O: -1.995933 -1.499038 0.464553
H: -2.065153 -4.880178 0.694453
H: -0.765953 -3.708218 0.469393
H: -1.967473 -3.744198 -0.675407
H: -3.593073 -2.618808 1.070293
H: -1.513753 -3.460428 2.834293
H: -2.925053 -2.616168 3.229223
C: -5.061893 2.454802 1.109713
C: -4.105933 2.874742 0.047793
C: -3.971093 4.379382 0.017793
O: -2.554783 4.478792 -0.134677
C: -1.988593 3.310292 0.342673
O: -0.783123 3.064052 0.546203
O: -2.844663 2.459982 0.448023
H: -4.776883 1.451992 1.427903
H: -6.114183 2.410462 0.828963
H: -5.068343 3.164262 1.937193
H: -4.354403 2.455912 -0.927367
H: -4.282083 5.053512 0.815873
H: -4.419773 4.817602 -0.873687
C: 5.123147 -2.110038 -1.656287
C: 3.937607 -2.232508 -0.608267
C: 4.308637 -2.635218 0.784663
O: 3.520057 -1.746368 1.559093
C: 2.792027 -0.911998 0.669783
O: 1.995247 -0.014298 0.966713
O: 3.195107 -1.085518 -0.586687
H: 5.570077 -3.064608 -1.934057
H: 5.919717 -1.414958 -1.390907
H: 4.779387 -1.799268 -2.642867
H: 3.243757 -3.048598 -0.809927
H: 5.369697 -2.494398 0.990633
H: 4.225287 -3.676768 1.095033

Atomic forces in eV per Å
1.5 2.5 0.8
-1.3 -0.2 2.3
0.3 -0.8 -1.0
0.1 0.6 -0.3
0.5 -0.3 -0.5
0.1 -0.4 -0.5
0.3 -1.0 -1.9
-0.5 -0.5 0.8
-0.1 0.4 0.0
-0.7 0.8 0.1
0.7 -0.6 0.2
0.5 0.3 0.9
0.1 -0.1 0.5
-1.1 0.3 -2.4
0.2 0.2 -6.1
-1.0 -0.3 4.9
0.5 1.5 1.4
0.3 -2.6 0.8
0.5 0.1 0.4
-0.1 0.2 -0.3
0.3 0.2 -0.5
-0.1 -0.7 -0.2
-0.2 0.9 -0.2
0.1 0.1 0.3
0.3 0.7 -1.3
-1.0 -3.2 1.1
-0.6 -1.6 -0.8
1.7 0.5 2.6
0.9 7.7 0.3
-2.5 -6.7 -0.2
0.6 0.9 -1.3
-0.4 0.4 0.3
0.2 -0.1 0.5
-0.5 -0.3 -0.1
0.0 -0.1 -0.8
0.5 0.1 -0.2
0.0 1.1 0.1
-1.1 -0.7 0.6
-2.4 0.8 0.7
0.9 0.9 -1.8
1.6 0.3 0.5
8.0 3.8 -0.8
-3.8 2.1 -0.8
-4.1 -5.9 1.1
-0.1 0.1 0.3
0.1 0.0 -0.6
0.5 -0.3 0.2
0.2 0.0 -0.1
-0.1 -0.8 0.7
0.0 -0.1 -0.2
-1.0 -0.4 0.0
2.0 -3.2 -2.7
1.9 0.9 1.1
-2.0 1.3 -0.9
-1.2 3.4 2.1
2.8 -3.9 -0.1
-0.5 0.9 0.9
0.1 -0.3 0.7
-0.2 0.0 0.5
-0.5 0.4 0.2
-0.1 -0.1 -1.4
0.2 0.8 0.1
-1.1 -0.1 -0.4

**Frontier orbital gap**: 5.1 eV
**Total energy**: -1957.265126 a.u.